This record from the Open Molecules 2025 dataset describes the molecule C19H17ClN4O7S. The level of theory is the ωB97M-V functional and the def2-TZVPD basis.

Geometry as ORCA input:
```
! RIJCOSX wB97M-V def2-TZVPD def2/J DEFGRID3
* xyz 0 1
O -0.32 3.25 -0.29
C -1.35 2.85 0.23
N -1.71 1.55 0.16
N -0.85 0.64 -0.43
C -1.00 -0.68 -0.12
O -1.91 -1.04 0.61
C -0.02 -1.61 -0.73
C 0.78 -1.30 -1.81
C 1.65 -2.25 -2.33
C 1.75 -3.55 -1.80
C 0.92 -3.84 -0.71
C 0.05 -2.91 -0.20
H -0.59 -3.15 0.63
H 0.94 -4.82 -0.26
S 2.86 -4.67 -2.52
C 2.68 -6.18 -1.49
H 3.13 -6.96 -2.11
H 1.64 -6.42 -1.34
C 3.43 -6.07 -0.16
C 4.95 -6.17 -0.34
H 5.46 -5.63 0.46
C 5.19 -7.67 -0.20
H 5.00 -8.18 -1.14
C 4.13 -8.06 0.84
H 4.53 -7.94 1.86
O 3.05 -7.16 0.67
H 3.76 -9.08 0.72
H 6.20 -7.91 0.14
H 5.27 -5.77 -1.30
H 3.14 -5.14 0.35
O 3.19 -2.72 -3.92
N 2.44 -1.87 -3.45
O 2.34 -0.74 -3.88
H 0.75 -0.33 -2.30
H -0.04 1.08 -0.85
H -2.41 1.09 0.74
C -2.31 3.74 0.93
C -1.82 4.94 1.44
C -2.66 5.83 2.09
C -4.02 5.54 2.25
C -4.50 4.34 1.73
C -3.67 3.45 1.08
H -4.08 2.55 0.66
H -5.55 4.11 1.85
Cl -5.10 6.58 3.08
N -2.07 7.06 2.58
O -2.77 8.04 2.65
O -0.90 7.02 2.88
H -0.77 5.19 1.32
*
```

E (a.u.): -2338.13037
HOMO (eV): -8.895
SMILES: O=C(NNC(=O)c1ccc(SC[C@@H]2CCCO2)c([N+](=O)[O-])c1)c1ccc(Cl)c([N+](=O)[O-])c1
LUMO level (Eh): -0.03202